Here is a cluster of 2 separate species, C2H3OP in total in a non-equilibrium geometry from the OMol25 dataset. Energies are from ωB97M-V with the def2-TZVPD basis set.

Cartesian coordinates (Å):
C -1.78264 -0.34713 0.26838
P -2.45274 0.89136 -0.34472
H -1.73573 -1.29420 0.62988
C 1.45985 0.20760 -0.09794
O 1.80767 -0.32185 -1.11346
H 0.64697 -0.22557 0.42680
H 2.05662 1.08980 0.23106

## Properties
- F_max (eV Å⁻¹) = 3.2
- HOMO energy (eV) = -9.88
- structure (SMILES) = C#P.C=O
- ΔE to the lowest compared entry with this formula, charge and spin (kJ/mol) = 212.9

---

Here is a structure of composition C13H21AuCl3GeIN4O3 in a non-equilibrium geometry from the OMol25 dataset. Energies are from ωB97M-V with the def2-TZVPD basis set.

Cartesian coordinates (Å):
Au -0.18696 0.26961 -0.22383
C 3.84069 2.52930 -0.56912
C 2.77812 1.63035 -0.01487
O 1.72655 1.35770 -0.70002
N 2.96893 1.12235 1.18208
C 2.07758 0.19907 1.90912
C 0.88793 0.90565 2.51828
C 0.85924 1.30259 3.83881
C -0.23503 2.01919 4.31323
C -1.26967 2.33526 3.44827
C -1.20141 1.89084 2.14122
N -0.15160 1.18167 1.70427
H 3.61109 2.80255 -1.59589
H 4.80553 2.01965 -0.55499
H 3.93003 3.43099 0.03667
H 3.80575 1.42270 1.66588
H 2.67346 -0.27827 2.68187
H 1.74371 -0.57840 1.22008
H 1.68710 1.06022 4.49272
H -0.27245 2.32464 5.35082
H -2.12301 2.91150 3.77729
H -1.99699 2.06774 1.43000
Cl 1.66588 4.19986 -3.16034
Ge 0.68399 3.40370 -1.55743
Cl 1.21666 4.19116 0.29409
Cl -1.36666 3.31107 -1.69893
N -2.80844 -0.79517 -2.22956
C -3.12773 0.07639 -1.30309
O -2.31353 0.50175 -0.41909
C -4.51266 0.63379 -1.27609
I -5.93684 -0.89564 -0.86349
H -1.89051 -1.22562 -2.24362
H -3.51014 -1.12365 -2.87765
H -4.77285 1.05336 -2.24571
H -4.60019 1.38426 -0.50033
C 0.13360 -3.94608 -2.86782
N 0.08990 -3.88333 -1.40315
C 0.24572 -5.15860 -0.68976
C -0.08785 -2.77119 -0.75935
O -0.25645 -1.63993 -1.33031
H 0.97959 -4.55955 -3.17020
H 0.23542 -2.94999 -3.28304
H -0.77565 -4.41604 -3.24086
H -0.41328 -5.90153 -1.13320
H -0.00372 -5.04155 0.36156
H 1.27190 -5.50975 -0.78274
H -0.10475 -2.86463 0.32820

## Properties
- total charge = +3
- F_max (eV Å⁻¹) = 1.3
- HOMO energy (spin up / spin down) (eV) = -16.71 / -16.70
- multiplicity = 2
- ΔE to the lowest compared entry with this formula, charge and spin (kJ/mol) = 212.9